(1)
{
  "formula": "C53H143MnN13O16",
  "method": "ωB97M-V/def2-TZVPD",
  "homo_energy_ev": [-7.1, -7.1],
  "charge": 0,
  "spin_multiplicity": 6,
  "molar_mass_g_mol": 1273.74,
  "species": ["Mn", "C", "O", "O", "O", "C", "C", "C", "O", "C", "N", "H", "H", "H", "H", "H", "H", "H", "H", "H", "H", "H", "C", "C", "C", "O", "C", "N", "H", "H", "H", "H", "H", "H", "H", "H", "H", "H", "H", "C", "C", "C", "O", "C", "N", "H", "H", "H", "H", "H", "H", "H", "H", "H", "H", "H", "C", "C", "C", "O", "C", "N", "H", "H", "H", "H", "H", "H", "H", "H", "H", "H", "H", "C", "C", "C", "O", "C", "N", "H", "H", "H", "H", "H", "H", "H", "H", "H", "H", "H", "C", "C", "C", "O", "C", "N", "H", "H", "H", "H", "H", "H", "H", "H", "H", "H", "H", "C", "C", "C", "O", "C", "N", "H", "H", "H", "H", "H", "H", "H", "H", "H", "H", "H", "C", "C", "C", "O", "C", "N", "H", "H", "H", "H", "H", "H", "H", "H", "H", "H", "H", "C", "C", "C", "O", "C", "N", "H", "H", "H", "H", "H", "H", "H", "H", "H", "H", "H", "C", "C", "C", "O", "C", "N", "H", "H", "H", "H", "H", "H", "H", "H", "H", "H", "H", "C", "C", "C", "O", "C", "N", "H", "H", "H", "H", "H", "H", "H", "H", "H", "H", "H", "C", "C", "C", "O", "C", "N", "H", "H", "H", "H", "H", "H", "H", "H", "H", "H", "H", "C", "C", "C", "O", "C", "N", "H", "H", "H", "H", "H", "H", "H", "H", "H", "H", "H"],
  "positions_angstrom": [[-1.109, 1.145, -0.076], [0.260, -0.353, -1.246], [0.240, 0.810, -1.658], [-0.836, -0.821, -1.207], [0.564, -0.147, -0.064], [-5.431, -0.943, -5.000], [-5.467, -2.279, -4.409], [-4.855, -3.395, -5.331], [-5.550, -3.601, -6.567], [-4.854, -4.422, -7.526], [-4.760, -2.336, -3.147], [-4.409, -0.649, -5.240], [-5.824, -0.219, -4.286], [-5.990, -0.881, -5.933], [-6.479, -2.575, -4.133], [-4.721, -4.341, -4.805], [-3.829, -3.080, -5.521], [-3.980, -3.913, -7.933], [-5.458, -4.840, -8.332], [-4.476, -5.292, -6.989], [-3.803, -2.186, -3.432], [-4.747, -3.291, -2.818], [-0.178, 5.177, -4.450], [0.387, 3.792, -4.089], [1.604, 3.295, -4.936], [1.253, 3.042, -6.284], [2.246, 2.504, -7.109], [0.671, 3.759, -2.682], [-0.436, 5.141, -5.509], [0.562, 5.965, -4.314], [-0.989, 5.585, -3.847], [-0.332, 3.005, -4.318], [1.809, 2.298, -4.547], [2.457, 3.971, -4.869], [2.379, 1.426, -7.019], [3.214, 2.958, -6.896], [1.977, 2.740, -8.138], [1.617, 4.069, -2.510], [0.741, 2.777, -2.456], [-7.240, -1.884, 0.170], [-5.935, -1.589, 0.893], [-5.012, -2.811, 1.205], [-5.700, -3.708, 2.013], [-5.665, -3.343, 3.395], [-5.209, -0.537, 0.154], [-7.671, -2.754, 0.665], [-7.025, -2.021, -0.890], [-7.937, -1.057, 0.305], [-6.220, -1.072, 1.809], [-4.101, -2.452, 1.685], [-4.667, -3.331, 0.312], [-5.961, -2.313, 3.593], [-4.638, -3.443, 3.745], [-6.213, -4.081, 3.981], [-5.773, 0.296, 0.065], [-4.969, -0.787, -0.795], [0.272, -1.756, 3.498], [-0.366, -2.779, 2.610], [-1.153, -3.838, 3.386], [-0.300, -4.455, 4.319], [-1.074, -5.044, 5.380], [-1.125, -2.070, 1.591], [0.704, -0.950, 2.904], [1.007, -2.262, 4.123], [-0.447, -1.365, 4.218], [0.367, -3.397, 2.092], [-1.580, -4.589, 2.722], [-2.015, -3.415, 3.902], [-0.439, -5.407, 6.189], [-1.708, -5.884, 5.096], [-1.777, -4.342, 5.829], [-0.512, -1.508, 1.018], [-1.491, -2.704, 0.896], [-1.162, -0.078, -5.187], [-1.257, -1.570, -5.021], [0.192, -2.137, -4.863], [0.190, -3.596, -4.773], [1.507, -4.058, -4.463], [-1.921, -1.826, -3.774], [-0.460, 0.200, -5.973], [-0.758, 0.345, -4.267], [-2.146, 0.336, -5.403], [-1.875, -2.067, -5.769], [0.811, -1.544, -4.189], [0.706, -1.899, -5.794], [1.455, -5.144, -4.386], [1.872, -3.630, -3.530], [2.269, -3.823, -5.206], [-1.530, -1.247, -3.044], [-1.329, -2.625, -3.597], [5.014, 2.378, -0.696], [3.803, 2.076, -1.625], [3.895, 0.902, -2.634], [4.452, -0.321, -2.091], [4.630, -1.328, -3.083], [2.612, 2.010, -0.791], [5.981, 2.449, -1.194], [5.151, 1.506, -0.057], [4.851, 3.256, -0.071], [3.726, 2.958, -2.261], [4.547, 1.216, -3.450], [2.955, 0.703, -3.148], [5.044, -2.233, -2.637], [5.437, -1.091, -3.776], [3.710, -1.629, -3.584], [2.670, 1.301, -0.074], [1.749, 1.661, -1.185], [2.466, 4.069, 5.252], [1.520, 3.136, 6.049], [2.033, 1.732, 6.365], [2.290, 0.973, 5.152], [2.900, -0.244, 5.332], [1.013, 3.722, 7.347], [3.540, 3.972, 5.409], [2.174, 5.106, 5.417], [2.402, 3.883, 4.180], [0.672, 3.061, 5.369], [1.284, 1.166, 6.919], [2.871, 1.779, 7.060], [2.726, -0.747, 4.381], [2.406, -0.804, 6.126], [3.978, -0.162, 5.473], [0.524, 4.605, 7.325], [1.725, 3.787, 8.060], [-0.576, -5.179, -1.414], [-1.996, -4.561, -1.660], [-3.203, -5.423, -1.416], [-4.329, -4.752, -1.999], [-5.567, -5.416, -1.899], [-2.097, -3.356, -0.886], [0.139, -4.455, -1.804], [-0.464, -6.083, -2.013], [-0.505, -5.378, -0.344], [-2.079, -4.374, -2.731], [-3.363, -5.612, -0.355], [-3.156, -6.331, -2.018], [-6.261, -4.813, -2.485], [-5.951, -5.558, -0.889], [-5.514, -6.410, -2.343], [-1.497, -2.578, -1.117], [-2.968, -2.921, -1.154], [6.150, 1.940, 5.082], [5.903, 1.691, 3.576], [6.353, 0.338, 3.068], [7.703, -0.011, 3.603], [7.995, -1.306, 3.186], [4.464, 1.892, 3.419], [7.171, 2.282, 5.248], [6.013, 1.043, 5.687], [5.523, 2.719, 5.515], [6.441, 2.414, 2.963], [6.337, 0.436, 1.983], [5.584, -0.389, 3.329], [7.320, -2.029, 3.645], [9.016, -1.540, 3.487], [7.932, -1.391, 2.101], [4.058, 1.497, 2.582], [3.852, 1.585, 4.160], [2.295, 5.307, 0.730], [1.783, 6.649, 1.292], [0.759, 6.416, 2.502], [-0.434, 5.698, 2.236], [-1.178, 5.454, 3.426], [2.881, 7.531, 1.699], [1.525, 4.636, 0.351], [2.858, 4.747, 1.477], [3.025, 5.423, -0.071], [1.216, 7.208, 0.547], [0.617, 7.355, 3.036], [1.252, 5.832, 3.279], [-1.251, 6.378, 4.001], [-0.755, 4.707, 4.099], [-2.190, 5.152, 3.156], [3.369, 7.836, 0.868], [3.569, 6.966, 2.177], [-4.000, 0.719, 3.169], [-2.889, 1.203, 2.223], [-1.521, 1.498, 2.891], [-0.584, 1.715, 1.847], [0.697, 2.069, 2.367], [-2.720, 0.306, 1.092], [-4.317, 1.513, 3.844], [-3.705, -0.102, 3.822], [-4.997, 0.581, 2.750], [-3.197, 2.142, 1.763], [-1.100, 0.593, 3.329], [-1.578, 2.269, 3.659], [1.396, 1.925, 1.543], [0.968, 1.326, 3.118], [0.722, 3.032, 2.877], [-3.647, 0.059, 0.775], [-2.524, -0.601, 1.490], [2.800, -3.060, -0.126], [3.692, -2.333, 0.946], [5.202, -2.642, 0.788], [5.481, -4.101, 0.751], [5.404, -4.615, 2.042], [3.524, -0.927, 0.661], [3.154, -2.730, -1.103], [1.782, -2.676, -0.069], [2.863, -4.146, -0.066], [3.331, -2.473, 1.965], [5.815, -2.055, 1.473], [5.509, -2.237, -0.176], [6.210, -4.120, 2.583], [5.504, -5.692, 1.906], [4.443, -4.501, 2.543], [2.534, -0.806, 0.504], [3.932, -0.727, -0.241], [-1.936, 5.329, -0.455], [-2.204, 3.849, -0.337], [-2.806, 3.194, -1.519], [-2.943, 1.788, -1.261], [-3.618, 1.083, -2.347], [-0.876, 3.238, -0.277], [-2.820, 5.818, -0.865], [-1.176, 5.556, -1.202], [-1.887, 5.759, 0.545], [-2.770, 3.658, 0.574], [-2.266, 3.432, -2.435], [-3.788, 3.663, -1.588], [-4.570, 1.568, -2.560], [-3.715, 0.000, -2.266], [-2.999, 1.278, -3.223], [-0.433, 3.863, 0.382], [-0.356, 3.526, -1.094]]
}

---

(2)
{
  "formula": "C21H20BrN5",
  "method": "ωB97M-V/def2-TZVPD",
  "homo_energy_ev": -8.4,
  "smiles": "CC(C)(C)c1ccc(-n2c(-c3cccnc3N)nc3cc(Br)cnc32)cc1",
  "relative_energy_kj_mol": 202.5,
  "charge": 0,
  "molar_mass_g_mol": 422.33,
  "species": ["C", "C", "C", "C", "C", "C", "C", "C", "N", "C", "C", "C", "C", "C", "N", "C", "N", "N", "C", "C", "C", "Br", "C", "N", "C", "C", "C", "H", "H", "H", "H", "H", "H", "H", "H", "H", "H", "H", "H", "H", "H", "H", "H", "H", "H", "H", "H"],
  "positions_angstrom": [[-0.439, 1.312, -4.508], [-1.556, 1.234, -3.412], [-2.320, 2.551, -3.463], [-2.260, -0.005, -3.871], [-1.084, 0.922, -2.038], [-2.077, 0.598, -1.106], [-1.708, 0.087, 0.052], [-0.396, 0.061, 0.577], [-0.023, -0.728, 1.670], [1.015, -0.588, 2.601], [1.932, 0.616, 2.500], [1.491, 1.878, 2.305], [2.498, 2.836, 2.111], [3.826, 2.505, 2.040], [4.255, 1.198, 2.185], [3.290, 0.335, 2.433], [3.709, -1.023, 2.394], [1.062, -1.542, 3.522], [0.147, -2.451, 3.130], [-0.141, -3.806, 3.558], [-1.121, -4.572, 2.909], [-1.598, -6.380, 3.466], [-1.710, -3.900, 1.807], [-1.500, -2.632, 1.375], [-0.594, -1.912, 2.046], [0.565, 0.579, -0.356], [0.252, 1.043, -1.643], [0.209, 0.417, -4.436], [-0.853, 1.458, -5.537], [0.115, 2.280, -4.399], [-3.005, 2.521, -2.595], [-1.646, 3.485, -3.270], [-2.829, 2.772, -4.430], [-2.494, 0.011, -4.953], [-1.657, -0.950, -3.715], [-3.127, -0.103, -3.245], [-3.167, 0.597, -1.341], [-2.488, -0.479, 0.721], [0.445, 2.179, 2.368], [2.210, 3.774, 1.857], [4.558, 3.316, 1.897], [3.018, -1.646, 2.884], [4.729, -1.199, 2.436], [0.417, -4.171, 4.408], [-2.575, -4.324, 1.495], [1.576, 0.485, -0.096], [1.048, 1.360, -2.333]]
}

---

(3)
{
  "formula": "C20H23Cl2N5O4S2",
  "method": "ωB97M-V/def2-TZVPD",
  "homo_energy_ev": -8.2,
  "smiles": "CSCC[C@H](NC(=O)c1ccc(Cl)cc1Cl)C(=O)NNC(=O)c1csc(N2CCOCC2)n1",
  "relative_energy_kj_mol": 0.0,
  "charge": 0,
  "molar_mass_g_mol": 532.48,
  "species": ["C", "S", "C", "C", "C", "N", "C", "O", "C", "C", "C", "C", "Cl", "C", "C", "Cl", "C", "O", "N", "N", "C", "O", "C", "C", "S", "C", "N", "C", "C", "O", "C", "C", "N", "H", "H", "H", "H", "H", "H", "H", "H", "H", "H", "H", "H", "H", "H", "H", "H", "H", "H", "H", "H", "H", "H", "H"],
  "positions_angstrom": [[1.239, 4.215, 5.820], [0.494, 4.642, 4.219], [0.049, 2.979, 3.625], [1.254, 2.210, 3.102], [0.869, 0.794, 2.689], [2.061, 0.014, 2.401], [2.059, -1.334, 2.436], [1.077, -1.982, 2.759], [3.342, -1.979, 2.030], [3.292, -2.949, 1.034], [4.438, -3.602, 0.621], [5.648, -3.294, 1.226], [7.086, -4.106, 0.734], [5.724, -2.339, 2.229], [4.568, -1.683, 2.619], [4.678, -0.510, 3.883], [-0.002, 0.778, 1.417], [-0.103, 1.706, 0.649], [-0.646, -0.409, 1.265], [-1.184, -0.751, 0.028], [-0.425, -1.415, -0.886], [0.659, -1.902, -0.624], [-1.094, -1.523, -2.194], [-0.598, -2.211, -3.257], [-1.647, -2.073, -4.616], [-2.712, -1.062, -3.614], [-3.893, -0.615, -4.079], [-4.184, -0.559, -5.495], [-3.856, 0.844, -6.026], [-4.566, 1.828, -5.309], [-4.260, 1.788, -3.933], [-4.595, 0.416, -3.335], [-2.281, -0.879, -2.411], [0.524, 3.651, 6.413], [2.151, 3.645, 5.673], [1.470, 5.153, 6.313], [-0.437, 2.453, 4.447], [-0.670, 3.142, 2.824], [2.026, 2.150, 3.872], [1.658, 2.739, 2.237], [0.331, 0.281, 3.495], [2.852, 0.506, 2.016], [2.341, -3.157, 0.569], [4.396, -4.344, -0.159], [6.667, -2.110, 2.698], [-0.331, -1.206, 1.827], [-1.974, -0.212, -0.304], [0.308, -2.779, -3.309], [-5.253, -0.755, -5.625], [-3.611, -1.318, -6.029], [-2.773, 1.020, -5.941], [-4.159, 0.946, -7.069], [-3.191, 1.999, -3.776], [-4.857, 2.572, -3.466], [-5.668, 0.224, -3.427], [-4.294, 0.363, -2.291]]
}